[1]
C10H10OP2 | wB97M-V/def2-TZVPD

Properties
- LUMO (spin up / spin down) (Eh) = 0.0075 / -0.0939
- ⟨S²⟩ = 2.019

```
! wB97M-V def2-TZVPD RIJCOSX def2/J DEFGRID3
* xyz 0 3
C -1.262 -1.749 -2.084
C -0.950 -2.485 -0.974
C -0.400 -0.611 -2.297
C 0.128 -2.277 -0.183
C 0.685 -0.335 -1.534
C 0.989 -1.213 -0.494
C -1.132 1.557 1.187
C -0.247 1.297 2.342
C -0.785 2.379 0.224
C 1.052 1.653 2.438
O 2.425 -1.819 1.869
P -0.657 3.588 -0.808
P 2.443 -1.030 0.591
H -1.934 -2.312 -2.691
H -1.765 -3.170 -0.749
H -0.690 0.115 -3.049
H 0.458 -2.820 0.663
H 1.274 0.582 -1.775
H -2.098 1.211 1.147
H -0.678 0.701 3.133
H 1.341 2.346 1.573
H 1.696 1.488 3.166
H 0.107 2.903 -1.696
*
```



[2]
C10H10OS | wB97M-V/def2-TZVPD

Properties
- LUMO (spin up / spin down) (Eh) = 0.0132 / -0.0815
- ⟨S²⟩ = 2.033
- energy relative to the best compared isomer or geometry (same formula, charge and spin) (kcal/mol) = 0.00

```
! wB97M-V def2-TZVPD RIJCOSX def2/J DEFGRID3
* xyz 0 3
C 2.134 1.110 -0.077
C 3.330 0.966 -0.090
C 0.140 -0.254 -0.141
C 0.952 -1.284 -0.218
C -4.588 1.121 0.052
C -1.290 -0.465 -0.140
C -3.635 0.199 -0.061
C -2.226 0.494 -0.081
C 0.691 1.154 -0.048
C 1.712 -2.323 -0.297
O 5.154 -0.777 0.535
S 5.004 0.753 -0.107
H -5.635 0.874 0.084
H -4.346 2.169 0.128
H -1.595 -1.504 -0.182
H -3.897 -0.849 -0.134
H -1.948 1.539 -0.034
H 0.346 1.628 0.878
H 0.324 1.750 -0.889
H 2.070 -2.841 0.578
H 5.260 -0.746 1.493
H 2.045 -2.713 -1.248
*
```



[3]
C10H11AgN3Si | wB97M-V/def2-TZVPD

Properties
- LUMO (Eh) = 0.1180

```
! wB97M-V def2-TZVPD RIJCOSX def2/J DEFGRID3
* xyz -1 1
Ag -0.917 -0.546 -2.149
C -1.584 -2.244 1.065
Si -1.768 -0.555 0.158
C -3.327 0.160 1.020
C -0.326 0.452 0.959
C -0.484 1.537 1.821
C 0.609 2.218 2.345
C 1.898 1.823 2.023
C 2.085 0.739 1.173
C 0.987 0.073 0.652
H -1.596 -2.112 2.151
H -0.638 -2.717 0.791
H -2.387 -2.939 0.798
H -3.216 0.100 2.106
H -4.227 -0.395 0.745
H -3.487 1.207 0.746
H -1.484 1.863 2.088
H 0.453 3.062 3.008
H 2.752 2.353 2.428
H 3.086 0.424 0.905
H 1.150 -0.763 -0.023
N 0.740 -0.672 -3.478
C 1.760 -0.686 -4.047
N 2.917 -0.695 -4.573
C 3.291 -0.799 -5.816
N 3.714 -0.887 -6.895
*
```



| no. | energy (Ha) |
| --- | --- |
| 1 | -1144.77342 |
| 2 | -860.18584 |
| 3 | -988.46556 |